Entry from the Open Molecules 2025 dataset: a molecular structure, C39H67F9IN2O5S3 in a non-equilibrium geometry (ωB97M-V/def2-TZVPD).

The geometry in XYZ format:
```
126
Properties=species:S:1:pos:R:3
C 4.798 1.043 2.069
C 3.620 1.770 3.006
C 2.557 0.525 3.359
O 1.823 0.274 2.118
C 0.535 -0.460 2.373
C 0.782 -1.973 1.893
C 1.178 -2.829 3.275
C 1.853 -4.293 2.979
C 2.808 -4.685 4.292
S 4.645 -4.627 3.928
O 5.209 -6.100 3.973
O 5.384 -3.714 4.980
O 5.009 -3.997 2.385
C -0.488 -2.539 1.054
S -1.416 -3.723 2.118
N -1.261 -1.519 0.211
I 0.361 -1.006 -1.087
C -1.984 -2.188 -0.968
C -2.300 -1.415 -2.423
C -2.994 -2.139 -3.729
C -3.365 -3.751 -3.528
C -2.915 -4.342 -2.029
N -2.293 -3.636 -0.921
C -1.887 -0.380 0.935
C -2.459 0.862 -0.024
C -3.916 0.695 -0.718
C -5.067 1.775 -0.258
O -6.189 1.642 -1.243
C -7.454 1.553 -0.494
C -3.032 -0.639 2.041
F -3.807 0.628 2.396
F -2.399 -0.966 3.381
C -4.270 -1.646 1.925
F -5.496 -0.878 1.433
F -4.272 -2.789 1.041
C -4.916 -2.180 3.374
F -5.136 -1.067 4.359
F -6.336 -2.590 3.019
C -4.309 -3.505 4.050
F -3.078 -3.353 4.872
F -4.295 -4.744 3.185
F -5.345 -3.889 5.096
C -0.601 0.441 1.644
C -0.891 1.625 2.715
C -0.757 3.177 2.088
C 0.541 4.000 2.626
S 1.462 4.604 1.063
H 5.032 1.732 1.128
H 5.806 0.886 2.644
H 4.389 0.024 1.600
H 4.121 2.215 3.979
H 3.139 2.587 2.306
H 1.908 0.873 4.270
H 3.241 -0.349 3.732
H 0.282 -0.492 3.540
H 1.827 -2.020 1.313
H 0.365 -2.794 4.108
H 2.084 -2.189 3.728
H 2.446 -4.295 1.967
H 0.972 -5.096 3.005
H 2.520 -5.786 4.641
H 2.598 -3.986 5.223
H 4.933 -4.725 1.693
H 0.027 -3.231 0.220
H -1.676 -4.927 1.387
H -2.073 -0.253 -2.582
H -3.205 -1.547 -4.733
H -3.855 -4.402 -4.369
H -3.164 -5.505 -1.900
H -2.593 1.885 0.579
H -1.682 1.172 -0.876
H -4.298 -0.436 -0.744
H -3.759 0.936 -1.881
H -5.542 1.591 0.791
H -4.678 2.893 -0.314
H -7.591 0.508 0.031
H -7.529 2.415 0.308
H -8.359 1.695 -1.241
H -0.057 1.114 0.812
H -1.780 1.506 3.453
H 0.034 1.667 3.482
H -0.848 3.171 0.914
H -1.721 3.738 2.514
H 0.302 4.983 3.233
H 1.334 3.389 3.227
H 1.788 3.405 0.354
C 7.581 3.611 -0.200
C 7.926 2.197 -0.639
C 8.646 1.387 0.443
C 10.008 1.941 0.877
C 11.036 2.104 -0.245
C 11.413 0.788 -0.908
H 8.476 4.195 0.023
H 7.036 4.129 -0.996
H 6.944 3.598 0.691
H 8.524 2.231 -1.555
H 6.995 1.676 -0.899
H 8.768 0.358 0.088
H 8.001 1.324 1.328
H 10.422 1.274 1.645
H 9.868 2.911 1.368
H 11.943 2.552 0.179
H 10.672 2.807 -1.001
H 11.824 0.086 -0.176
H 12.175 0.960 -1.676
H 10.554 0.320 -1.395
C -7.620 1.883 -7.580
C -6.193 1.400 -7.782
C -5.732 0.410 -6.710
C -5.695 0.963 -5.280
C -4.816 2.200 -5.080
C -3.346 1.944 -5.371
H -7.733 2.430 -6.641
H -7.908 2.557 -8.394
H -8.320 1.041 -7.577
H -5.516 2.259 -7.828
H -6.128 0.906 -8.760
H -4.739 0.035 -6.981
H -6.396 -0.464 -6.725
H -5.345 0.166 -4.611
H -6.715 1.201 -4.955
H -4.912 2.528 -4.037
H -5.175 3.030 -5.696
H -2.954 1.147 -4.731
H -2.762 2.850 -5.177
H -3.183 1.662 -6.415
```

Results
- net charge = +1
- total energy (Eh) = -4401.809848
- highest occupied orbital energy (eV) = -11.299
- orbital gap (eV) = 5.6

Entry from the Open Molecules 2025 dataset: a molecular structure, C39H68BN5O9PtS4 in a non-equilibrium geometry (ωB97M-V/def2-TZVPD).

The geometry in XYZ format:
```
127
Properties=species:S:1:pos:R:3
Pt -11.858 14.618 29.223
B -13.826 15.093 31.954
H -12.819 15.400 32.190
H -14.410 15.144 32.860
H -14.186 15.708 31.144
H -13.767 14.065 31.633
C -13.101 14.063 23.624
C -14.329 14.163 24.474
C -15.407 13.152 24.045
O -14.055 14.128 25.877
H -12.390 14.853 23.865
H -13.204 14.231 22.553
H -12.487 13.171 23.756
H -14.751 15.113 24.147
H -15.004 12.220 24.441
H -15.497 12.984 22.972
H -16.391 13.328 24.480
C -13.263 8.025 30.343
C -12.408 7.441 31.528
C -11.089 8.259 31.534
S -10.931 9.061 29.833
O -9.675 8.808 29.249
O -11.445 10.430 29.951
C -12.317 8.040 29.128
H -13.666 9.025 30.503
H -14.037 7.282 30.150
H -12.258 6.362 31.498
H -12.939 7.529 32.475
H -10.349 7.460 31.583
H -10.800 9.011 32.268
H -11.915 7.045 28.935
H -12.695 8.439 28.186
C -4.508 14.191 25.517
C -5.229 12.988 24.914
C -6.678 13.353 24.678
S -7.093 14.722 25.790
O -8.089 14.242 26.765
O -7.184 15.911 24.914
C -5.425 14.686 26.628
H -4.367 14.871 24.677
H -3.555 13.861 25.930
H -5.249 12.172 25.637
H -4.814 12.662 23.960
H -7.383 12.531 24.802
H -6.702 13.766 23.670
H -5.547 13.915 27.389
H -5.269 15.708 26.973
C -16.816 18.062 20.174
C -15.950 19.179 20.404
C -16.847 20.271 20.987
S -18.435 20.192 19.925
O -18.387 21.081 18.829
O -19.629 20.060 20.760
C -17.971 18.477 19.316
H -17.222 17.633 21.090
H -16.178 17.296 19.735
H -15.424 19.474 19.496
H -15.174 18.982 21.144
H -16.512 21.307 20.942
H -17.107 20.070 22.026
H -17.539 18.556 18.319
H -18.818 17.794 19.252
C -21.762 13.769 26.351
C -22.692 14.779 27.051
C -24.095 14.187 26.922
S -23.959 12.305 26.906
O -24.369 11.854 25.555
O -24.360 11.670 28.145
C -22.139 12.365 26.910
H -20.712 14.061 26.347
H -22.050 13.769 25.300
H -22.549 15.744 26.566
H -22.321 14.869 28.072
H -24.598 14.539 26.022
H -24.658 14.397 27.832
H -21.715 11.469 26.456
H -21.852 12.334 27.961
N -18.686 8.425 28.564
C -19.587 7.422 28.629
C -19.531 6.650 27.491
C -18.552 7.202 26.660
C -18.058 8.317 27.309
H -18.510 9.214 29.169
H -20.138 7.341 29.554
H -20.071 5.731 27.313
H -18.358 6.847 25.659
H -17.273 9.021 27.076
N -15.301 9.510 19.527
C -13.932 9.131 19.416
C -13.737 8.554 18.130
C -15.006 8.472 17.553
C -15.898 9.087 18.397
H -15.701 10.092 20.249
H -13.213 9.362 20.188
H -12.854 8.051 17.763
H -15.265 7.953 16.642
H -16.924 9.372 18.214
N -21.277 10.361 20.229
C -20.440 11.092 20.945
C -20.186 12.336 20.300
C -21.032 12.315 19.166
C -21.696 11.134 19.181
H -21.658 9.476 20.532
H -20.162 10.756 21.934
H -19.554 13.144 20.638
H -21.173 13.141 18.484
H -22.537 10.817 18.582
N -7.177 14.383 16.908
C -8.518 14.599 17.133
C -8.908 13.666 18.069
C -7.940 12.809 18.391
C -6.854 13.181 17.564
H -6.562 14.891 16.289
H -9.086 15.412 16.707
H -9.870 13.649 18.561
H -8.026 11.994 19.095
H -5.815 12.886 17.568
N -17.816 17.645 28.586
C -18.313 18.228 29.709
C -19.311 19.081 29.376
C -19.344 19.208 27.999
C -18.397 18.239 27.511
H -17.172 16.871 28.509
H -18.122 17.874 30.711
H -19.966 19.568 30.084
H -20.061 19.822 27.474
H -18.129 17.941 26.508
```

Results
- multiplicity = 3
- ⟨S²⟩ = 2.029
- total energy (Eh) = -4214.042860
- highest occupied orbital energy (alpha / beta) (eV) = -7.961 / -7.961
- orbital gap (alpha / beta) (eV) = 4.6 / 4.7

Entry from the Open Molecules 2025 dataset: 7 unconnected molecules or ions with the total composition C39H69F5IN3O22S7 in a non-equilibrium geometry (ωB97M-V/def2-TZVPD).

The geometry in XYZ format:
```
146
Properties=species:S:1:pos:R:3
C 5.145 1.498 -0.473
C 4.172 1.949 -1.337
C 4.058 1.507 -2.730
O 3.820 2.325 -3.580
O 4.315 0.197 -3.043
C 3.152 -0.505 -3.506
C 2.788 -1.627 -2.535
C 1.882 -2.693 -3.191
C 0.407 -2.378 -2.871
C -0.496 -3.387 -3.580
C -2.032 -3.333 -3.255
C -2.429 -2.164 -2.396
C -2.580 -0.948 -3.005
C -2.907 0.214 -2.290
N -3.001 1.385 -2.963
C -3.265 2.423 -2.230
S -3.332 3.964 -3.167
O -3.977 3.672 -4.412
O -2.040 4.570 -3.281
C -4.503 5.136 -2.307
F -4.627 6.140 -3.186
F -5.703 4.570 -2.167
C -4.009 5.770 -0.946
F -2.758 5.421 -0.658
F -4.056 7.095 -1.017
F -4.815 5.376 0.043
C -3.475 2.373 -0.843
N -3.393 1.264 -0.152
C -3.088 0.164 -0.887
C -2.931 -1.084 -0.249
I -3.162 -1.197 1.872
C -2.612 -2.233 -0.954
C -2.391 -3.566 -0.292
C -1.033 -3.629 0.387
N -0.103 -4.437 0.093
H 5.147 0.478 -0.091
H 5.935 2.159 -0.127
H 3.464 2.712 -1.021
H 3.302 -0.888 -4.517
H 2.322 0.204 -3.570
H 3.688 -2.041 -2.082
H 2.216 -1.158 -1.728
H 1.981 -2.564 -4.273
H 2.126 -3.703 -2.879
H 0.221 -1.347 -3.176
H 0.291 -2.502 -1.792
H -0.355 -3.339 -4.660
H -0.155 -4.370 -3.245
H -2.538 -3.175 -4.210
H -2.391 -4.285 -2.876
H -2.422 -0.872 -4.073
H -3.694 3.282 -0.298
H -3.139 -3.719 0.490
H -2.448 -4.389 -0.996
H -0.844 -2.946 1.213
H -0.392 -5.029 -0.691
O 6.841 3.465 1.823
S 7.146 4.682 2.516
O 8.483 5.188 2.530
O 6.595 4.577 3.998
C 6.999 3.447 4.803
C 8.410 3.601 5.334
C 6.056 5.953 1.974
H 6.890 2.519 4.238
H 6.302 3.410 5.636
H 9.146 3.562 4.530
H 8.631 2.798 6.038
H 8.524 4.560 5.838
H 5.038 5.574 1.991
H 6.349 6.215 0.959
H 6.167 6.810 2.632
O -2.780 -5.963 -5.243
S -3.792 -6.227 -6.223
O -4.558 -5.153 -6.773
O -4.773 -7.335 -5.648
C -5.366 -7.094 -4.350
C -6.497 -6.088 -4.402
C -3.111 -7.183 -7.534
H -4.591 -6.787 -3.646
H -5.738 -8.062 -4.022
H -6.131 -5.093 -4.654
H -6.991 -6.035 -3.431
H -7.228 -6.371 -5.159
H -2.555 -8.016 -7.111
H -2.450 -6.528 -8.097
H -3.922 -7.535 -8.166
O -6.680 -3.972 -1.991
S -6.728 -2.630 -2.492
O -5.675 -1.721 -2.158
O -8.145 -1.998 -2.149
C -8.563 -2.023 -0.762
C -7.845 -0.967 0.053
C -6.934 -2.658 -4.240
H -8.416 -3.021 -0.348
H -9.634 -1.833 -0.777
H -6.782 -1.191 0.134
H -8.260 -0.914 1.060
H -7.940 0.011 -0.419
H -7.737 -3.346 -4.487
H -5.993 -2.998 -4.669
H -7.160 -1.651 -4.581
O 1.920 -5.802 -4.233
S 1.699 -7.215 -4.165
O 2.135 -7.966 -3.030
O 2.268 -7.884 -5.492
C 3.641 -7.606 -5.844
C 4.628 -8.389 -5.001
C -0.008 -7.533 -4.448
H 3.825 -6.533 -5.780
H 3.731 -7.891 -6.890
H 4.608 -8.064 -3.962
H 5.638 -8.246 -5.385
H 4.388 -9.452 -5.019
H -0.329 -6.978 -5.324
H -0.547 -7.191 -3.568
H -0.149 -8.603 -4.584
O 5.248 4.888 7.347
S 5.545 6.090 8.068
O 6.885 6.588 8.127
O 4.966 5.956 9.544
C 5.359 4.800 10.314
C 6.769 4.913 10.856
C 4.476 7.373 7.522
H 5.234 3.899 9.711
H 4.644 4.746 11.133
H 7.506 4.891 10.055
H 6.974 4.083 11.533
H 6.898 5.851 11.396
H 3.454 7.002 7.505
H 4.794 7.650 6.520
H 4.575 8.220 8.196
O -0.135 4.434 6.342
S -0.058 5.809 5.957
O 1.164 6.536 6.124
O -1.241 6.606 6.660
C -1.372 6.484 8.093
C -0.346 7.306 8.846
C -0.617 5.999 4.300
H -1.326 5.432 8.376
H -2.376 6.839 8.318
H 0.661 6.919 8.695
H -0.564 7.285 9.913
H -0.356 8.341 8.501
H -1.560 5.472 4.185
H 0.144 5.563 3.655
H -0.729 7.059 4.088
```

Results
- total energy (Eh) = -6931.116549
- structure (SMILES) = [H]/N=C\Cc1c(CCCCCCOC(=O)C=C)cc2nc(S(=O)(=O)C(F)(F)C(F)(F)F)cnc2c1I.CCOS(C)(=O)=O.CCOS(C)(=O)=O.CCOS(C)(=O)=O.CCOS(C)(=O)=O.CCOS(C)(=O)=O.CCOS(C)(=O)=O
- highest occupied orbital energy (eV) = -8.126
- orbital gap (eV) = 7.2

Question: What is the formula in the first record?
Answer: C39H67F9IN2O5S3

Question: Which formula does entry 2 have?
Answer: C39H68BN5O9PtS4

Question: Number 2 is which compound?
Answer: C39H68BN5O9PtS4